[1]
C22H50F12N5O10PS2 | ωB97M-V/def2-TZVPD

The HOMO-LUMO gap comes out at 0.207 Ha. As for the energy above the lowest of the compared OMol25 structures with the same formula, charge and spin: 147.2 kcal/mol. The net charge is +2.

Last column: Löwdin charge in e.
CARTESIAN COORDINATES (ANGSTROEM)
C1 3.76 0.15 4.28  0.049
C2 4.86 -0.72 3.53  -0.288
O1 5.97 -0.22 3.32  0.146
N1 4.51 -2.13 3.06  0.108
H1 4.29 -2.67 3.89  0.171
H2 3.65 -2.05 2.54  0.168
C3 5.64 -2.80 2.27  0.033
H3 4.08 -0.07 5.30  0.092
H4 2.70 -0.04 4.13  0.084
H5 3.84 1.23 4.13  0.104
H6 6.07 -2.06 1.60  0.106
H7 5.37 -3.67 1.67  0.107
H8 6.43 -3.05 2.97  0.108
C4 -5.29 0.77 1.44  0.029
C5 -5.97 -0.59 1.46  -0.294
O2 -7.23 -0.68 1.60  0.116
N2 -5.09 -1.83 1.25  0.114
H9 -4.10 -1.60 1.26  0.163
H10 -5.14 -2.38 2.09  0.181
C6 -5.60 -2.55 -0.01  0.050
H11 -6.02 1.56 1.28  0.104
H12 -4.56 0.94 0.65  0.091
H13 -4.68 0.84 2.34  0.107
H14 -6.68 -2.70 0.01  0.110
H15 -5.28 -3.57 0.20  0.101
H16 -5.08 -2.18 -0.89  0.114
C7 0.18 4.86 4.06  0.048
C8 -0.88 4.73 2.94  -0.310
O3 -2.06 4.92 3.19  0.138
N3 -0.51 4.17 1.55  0.121
H17 0.46 4.38 1.40  0.154
H18 -0.40 3.17 1.56  0.168
C9 -1.32 4.61 0.30  0.051
H19 -0.18 4.96 5.08  0.103
H20 0.83 5.69 3.80  0.103
H21 0.67 3.89 3.99  0.089
H22 -1.55 5.67 0.38  0.106
H23 -2.25 4.05 0.35  0.089
H24 -0.83 4.38 -0.65  0.105
C10 -0.71 -5.24 8.73  0.037
C11 0.00 -5.78 7.47  -0.350
O4 0.15 -6.96 7.33  0.180
N4 0.24 -4.76 6.36  0.116
H25 -0.09 -3.82 6.46  0.165
H26 1.24 -4.63 6.30  0.173
C12 -0.27 -5.21 5.01  0.035
H27 -1.78 -5.06 8.63  0.107
H28 -0.28 -4.30 9.06  0.095
H29 -0.64 -6.04 9.47  0.101
H30 -1.26 -4.85 4.75  0.115
H31 -0.30 -6.29 4.85  0.102
H32 0.59 -4.96 4.39  0.102
C13 -1.35 -2.85 -6.66  -0.083
C14 -1.47 -1.34 -6.98  -0.216
C15 -0.23 -0.77 -7.68  -0.133
N5 -0.26 0.71 -8.04  -0.238
C16 -1.50 1.09 -8.88  0.074
C17 1.04 1.15 -8.79  -0.072
C18 1.31 2.59 -8.39  -0.164
C19 0.45 2.92 -7.24  -0.184
C20 -0.09 1.63 -6.78  -0.091
H33 -1.62 -3.62 -7.39  0.080
H34 -1.84 -3.09 -5.72  0.077
H35 -0.30 -3.15 -6.63  0.071
H36 -1.64 -0.79 -6.06  0.110
H37 -2.33 -1.28 -7.65  0.103
H38 -0.05 -1.33 -8.60  0.142
H39 0.61 -0.89 -6.99  0.130
H40 -2.35 0.87 -8.23  0.097
H41 -1.53 0.39 -9.72  0.118
H42 -1.24 2.14 -9.00  0.104
H43 0.89 1.07 -9.86  0.135
H44 1.77 0.39 -8.51  0.133
H45 1.09 3.24 -9.23  0.128
H46 2.38 2.72 -8.21  0.134
H47 -0.34 3.56 -7.63  0.122
H48 0.88 3.54 -6.45  0.145
H49 -1.09 1.75 -6.36  0.135
H50 0.56 1.10 -6.08  0.144
C21 5.30 3.98 -0.66  -0.605
F1 6.08 3.33 0.25  0.083
F2 6.09 4.65 -1.51  0.119
F3 4.53 3.08 -1.26  0.106
S1 4.14 5.25 0.40  0.473
O5 5.01 6.22 1.01  -0.336
O6 3.15 5.75 -0.59  -0.401
O7 3.52 4.43 1.45  -0.415
C22 0.47 -0.59 -1.70  -0.583
F4 -0.17 -1.55 -2.37  0.109
F5 1.77 -0.51 -2.03  0.132
F6 -0.17 0.63 -2.00  0.046
S2 0.25 -0.88 0.22  0.483
O8 1.06 -2.01 0.68  -0.379
O9 0.82 0.35 0.78  -0.379
O10 -1.20 -1.06 0.49  -0.397
P1 -1.70 -0.26 6.09  0.184
F7 -0.97 1.00 6.83  -0.156
F8 -0.28 -0.96 5.97  -0.198
F9 -1.76 -1.09 7.44  -0.175
F10 -2.31 -1.67 5.40  -0.260
F11 -3.29 0.28 6.18  -0.192
F12 -1.56 0.37 4.60  -0.178

[2]
C22H50N11O25P2 | ωB97M-V/def2-TZVPD

The HOMO-LUMO gap comes out at 0.229 Ha. The net charge is +1.

Last column: Löwdin charge in e.
CARTESIAN COORDINATES (ANGSTROEM)
C1 0.86 2.69 2.14  -0.161
C2 2.01 2.33 1.19  -0.377
P1 2.43 0.50 1.11  1.031
C3 1.65 -0.24 2.62  -0.246
O1 1.66 -0.21 -0.31  -0.232
C4 1.69 -1.55 -0.22  -0.531
O2 2.63 -2.13 0.31  0.075
C5 0.62 -2.46 -0.80  -0.007
C6 0.98 -3.38 -1.78  -0.110
C7 2.37 -3.52 -2.37  -0.041
C8 2.33 -2.84 -3.78  -0.405
C9 2.13 -1.32 -3.71  0.001
O3 3.44 -3.22 -4.57  -0.004
C10 0.02 -4.22 -2.28  0.024
N1 -1.24 -4.20 -1.84  0.149
C11 -1.62 -3.32 -0.92  -0.048
C12 -0.74 -2.43 -0.38  -0.202
P2 -1.46 -1.27 0.89  0.899
O4 -3.04 -1.27 0.43  -0.294
O5 -0.94 0.26 0.51  -0.282
H1 1.20 2.66 3.19  0.075
H2 -0.01 2.04 2.04  0.031
H3 0.55 3.73 1.97  0.076
H4 2.92 2.82 1.53  0.039
H5 1.81 2.62 0.15  0.076
H6 0.56 -0.23 2.54  -0.003
H7 1.98 0.34 3.49  0.061
H8 2.06 -1.25 2.70  0.016
H9 2.60 -4.58 -2.47  0.142
H10 3.12 -2.97 -1.79  0.107
H11 1.42 -3.24 -4.26  0.097
H12 1.73 -1.00 -2.74  0.059
H13 3.07 -0.77 -3.84  0.095
H14 1.42 -0.96 -4.46  0.091
H15 3.84 -2.40 -4.88  0.088
H16 0.27 -4.94 -3.05  0.138
H17 -1.92 -4.85 -2.21  0.193
H18 -2.66 -3.33 -0.60  0.142
H19 -3.03 -0.99 -0.52  -0.002
H20 -0.68 0.24 -0.42  0.061
C13 6.01 -2.96 -0.10  0.051
N2 6.62 -4.06 -0.90  -0.455
O6 5.86 -4.84 -1.44  0.050
O7 7.83 -4.10 -0.95  0.078
H21 4.93 -3.05 -0.15  0.061
H22 6.36 -3.06 0.92  0.105
H23 6.34 -2.02 -0.53  0.105
C14 6.33 3.02 0.85  0.049
N3 5.90 2.07 1.91  -0.446
O8 6.59 1.10 2.11  0.076
O9 4.88 2.35 2.51  0.019
H24 7.24 2.65 0.40  0.095
H25 5.53 3.06 0.11  0.096
H26 6.48 3.99 1.31  0.103
C15 3.68 -4.25 4.71  0.030
N4 3.69 -2.86 5.27  -0.442
O10 3.66 -1.95 4.47  0.048
O11 3.71 -2.75 6.47  0.084
H27 3.66 -4.18 3.63  0.083
H28 4.59 -4.74 5.06  0.106
H29 2.80 -4.75 5.09  0.083
C16 3.36 -7.59 2.32  0.057
N5 2.12 -6.79 2.52  -0.436
O12 2.00 -6.20 3.58  0.045
O13 1.32 -6.77 1.61  0.060
H30 3.97 -7.51 3.21  0.096
H31 3.05 -8.62 2.15  0.105
H32 3.87 -7.19 1.45  0.101
C17 -5.25 1.17 -2.08  0.057
N6 -4.35 0.19 -2.74  -0.409
O14 -4.55 -0.08 -3.89  0.128
O15 -3.44 -0.27 -2.06  -0.002
H33 -5.99 1.49 -2.80  0.101
H34 -5.71 0.66 -1.24  0.107
H35 -4.64 2.00 -1.75  0.092
C18 -2.44 2.06 4.16  0.041
N7 -2.43 3.47 4.65  -0.446
O16 -2.44 4.37 3.84  0.050
O17 -2.41 3.61 5.85  0.085
H36 -2.46 2.07 3.07  0.084
H37 -1.54 1.58 4.53  0.099
H38 -3.33 1.59 4.56  0.101
C19 -0.48 -4.80 -7.56  0.062
N8 -0.38 -4.16 -6.22  -0.432
O18 -0.67 -2.99 -6.13  0.091
O19 -0.01 -4.86 -5.30  0.028
H39 -0.82 -4.06 -8.28  0.101
H40 0.52 -5.16 -7.82  0.108
H41 -1.18 -5.62 -7.48  0.105
C20 -4.56 6.30 1.96  0.040
N9 -4.88 6.76 0.58  -0.437
O20 -4.04 6.60 -0.28  0.055
O21 -5.96 7.28 0.41  0.059
H42 -3.56 5.86 1.96  0.079
H43 -4.60 7.16 2.61  0.082
H44 -5.30 5.56 2.24  0.104
C21 -3.64 6.00 -3.86  0.053
N10 -3.71 4.56 -4.21  -0.445
O22 -3.08 4.17 -5.17  0.083
O23 -4.40 3.86 -3.49  0.038
H45 -2.99 6.50 -4.57  0.097
H46 -4.65 6.40 -3.90  0.107
H47 -3.23 6.07 -2.85  0.088
C22 -8.30 8.15 2.77  0.050
N11 -7.55 7.65 3.95  -0.436
O24 -6.33 7.62 3.88  0.040
O25 -8.20 7.30 4.91  0.080
H48 -7.59 8.43 2.00  0.075
H49 -8.95 7.35 2.44  0.103
H50 -8.88 9.01 3.10  0.103

[3]
C22H50N3OP3V | ωB97M-V/def2-TZVPD

The HOMO-LUMO gap (alpha / beta) comes out at 0.164 / 0.180 Ha. As for the expectation value of S²: 2.0511. As for the energy above the lowest of the compared OMol25 structures with the same formula, charge and spin: 1.7 kcal/mol. The net charge is +3. The spin multiplicity is 3.

Last column: Löwdin charge in e.
CARTESIAN COORDINATES (ANGSTROEM)
V1 -0.16 -0.14 0.32  0.434
P1 1.53 -0.96 1.69  0.774
P2 1.25 1.95 -0.40  0.829
P3 -1.02 -2.12 -0.54  0.787
H1 -1.03 2.09 -9.42  0.054
C1 -1.97 1.54 -9.30  -0.097
C2 -3.12 2.19 -9.00  -0.075
H2 -3.14 3.27 -8.86  0.055
C3 2.95 -1.82 0.90  -0.200
C4 2.30 0.27 2.82  -0.218
C5 0.83 -2.18 2.86  -0.209
C6 0.49 3.12 -1.61  -0.223
C7 1.57 3.20 0.94  -0.228
C8 2.92 1.73 -1.12  -0.229
C9 -2.36 -2.06 -1.79  -0.207
C10 -1.88 -3.11 0.75  -0.213
C11 0.15 -3.32 -1.29  -0.216
H3 -1.96 0.46 -9.47  0.051
H4 -4.07 1.65 -8.91  0.053
H5 3.66 -2.17 1.67  0.083
H6 3.46 -1.14 0.21  0.051
H7 2.58 -2.69 0.33  0.044
H8 2.90 -0.24 3.59  0.082
H9 1.51 0.85 3.33  0.050
H10 2.94 0.97 2.27  0.048
H11 1.43 -3.10 2.87  0.080
H12 -0.19 -2.44 2.53  -0.003
H13 0.78 -1.76 3.87  0.059
H14 0.98 4.10 -1.56  0.080
H15 -0.57 3.22 -1.36  0.052
H16 0.58 2.70 -2.62  0.051
H17 2.56 3.64 0.79  0.074
H18 1.53 2.73 1.93  0.016
H19 0.81 4.00 0.88  0.059
H20 3.30 2.71 -1.45  0.077
H21 2.83 1.05 -1.97  0.051
H22 3.59 1.29 -0.36  0.046
H23 -2.95 -2.98 -1.74  0.073
H24 -1.93 -1.93 -2.79  0.061
H25 -3.00 -1.20 -1.57  0.056
H26 -2.67 -3.69 0.25  0.073
H27 -2.33 -2.43 1.49  0.008
H28 -1.18 -3.80 1.23  0.061
H29 -0.42 -4.09 -1.82  0.078
H30 0.78 -3.78 -0.51  0.047
H31 0.80 -2.79 -2.00  0.055
C12 -1.36 0.77 -3.01  -0.422
C13 -0.15 0.25 -3.62  -0.014
C14 -0.07 0.12 -5.00  -0.022
C15 -1.17 0.42 -5.82  0.016
C16 -2.37 0.84 -5.23  -0.010
C17 -2.49 0.99 -3.87  0.046
O1 -1.44 1.07 -1.76  -0.100
H32 0.89 -0.32 -0.74  -0.070
H33 0.68 0.00 -2.95  0.088
H34 0.87 -0.22 -5.43  0.129
H35 -1.08 0.33 -6.89  0.111
H36 -3.22 1.07 -5.87  0.122
H37 -3.40 1.33 -3.39  0.133
C18 -2.42 3.27 2.73  0.000
N1 -2.49 1.92 3.28  -0.101
C19 -2.88 1.80 4.67  -0.003
C20 -2.04 0.86 2.56  -0.381
N2 -1.25 1.11 1.54  0.043
N3 -2.47 -0.46 2.84  -0.192
C21 -2.11 -1.06 4.14  -0.063
C22 -3.89 -0.72 2.49  -0.035
H38 -3.38 3.76 2.96  0.120
H39 -2.31 3.28 1.64  0.096
H40 -1.61 3.84 3.20  0.119
H41 -3.77 1.17 4.77  0.100
H42 -2.07 1.41 5.30  0.109
H43 -3.12 2.80 5.02  0.112
H44 -0.99 2.09 1.47  0.036
H45 -2.88 -0.86 4.92  0.101
H46 -2.04 -2.15 4.01  0.098
H47 -1.13 -0.69 4.47  0.089
H48 -4.03 -0.55 1.41  0.099
H49 -4.13 -1.77 2.72  0.108
H50 -4.57 -0.06 3.07  0.102

[4]
C22H50P2PdSi2 | ωB97M-V/def2-TZVPD

The HOMO-LUMO gap (alpha / beta) comes out at 0.234 / 0.190 Ha. As for the expectation value of S²: 6.0195. As for the energy above the lowest of the compared OMol25 structures with the same formula, charge and spin: 12.6 kcal/mol. The net charge is +2. The spin multiplicity is 5.

Last column: Löwdin charge in e.
CARTESIAN COORDINATES (ANGSTROEM)
P1 -2.26 2.51 -5.57  0.948
P2 -2.42 -0.53 -6.02  0.938
C1 -2.58 1.95 -7.33  -0.412
C2 -3.18 0.55 -7.36  -0.413
H1 -1.62 1.98 -7.86  0.089
H2 -3.25 2.68 -7.81  0.096
H3 -4.26 0.58 -7.17  0.089
H4 -3.01 0.06 -8.33  0.096
C3 -1.11 -1.24 -7.11  -0.252
H5 -0.67 -2.11 -6.61  0.052
H6 -0.33 -0.50 -7.29  0.051
H7 -1.55 -1.55 -8.07  0.064
C4 -3.66 -1.88 -6.18  -0.259
H8 -3.76 -2.19 -7.23  0.071
H9 -4.62 -1.52 -5.80  0.053
H10 -3.33 -2.73 -5.57  0.051
C5 -1.26 3.98 -6.03  -0.255
H11 -1.08 4.58 -5.13  0.052
H12 -1.78 4.58 -6.78  0.072
H13 -0.30 3.64 -6.43  0.052
C6 -3.89 3.36 -5.38  -0.246
H14 -4.69 2.62 -5.26  0.052
H15 -4.09 3.99 -6.26  0.065
H16 -3.85 4.00 -4.48  0.053
Pd1 0.04 -0.15 0.01  0.856
C7 -1.32 -1.24 -1.43  -0.183
C8 -0.01 -1.16 -1.95  -0.172
C9 0.43 -0.23 -3.04  -0.175
C10 1.03 1.11 -2.56  -0.165
C11 0.36 1.65 -1.34  -0.184
C12 -1.01 1.66 -1.11  -0.131
C13 -2.07 1.14 -2.02  -0.190
C14 -2.46 -0.34 -1.77  -0.172
C15 0.29 1.20 1.55  -0.110
H17 -1.60 -2.18 -0.95  0.081
H18 0.65 -2.01 -1.76  0.092
H19 -0.40 -0.06 -3.74  0.067
H20 1.22 -0.76 -3.60  0.128
H21 2.09 0.95 -2.32  0.125
H22 1.00 1.83 -3.39  0.123
H23 0.97 2.31 -0.72  0.115
H24 -1.38 2.34 -0.33  0.112
H25 -1.80 1.29 -3.07  0.039
H26 -2.98 1.73 -1.85  0.125
H27 -3.18 -0.36 -0.93  0.127
H28 -3.00 -0.73 -2.65  0.112
H29 0.20 0.67 2.51  0.014
H30 -0.47 1.96 1.38  0.015
H31 1.31 1.58 1.38  0.029
C16 -1.50 -2.96 1.80  -0.169
Si1 0.20 -3.37 1.11  0.444
C17 0.93 -4.71 2.26  -0.169
C18 0.15 -4.34 -0.50  -0.177
C19 1.17 -1.74 1.01  -0.317
Si2 2.10 -1.44 2.65  0.437
C20 3.56 -2.63 2.85  -0.159
C21 2.97 0.20 2.94  -0.192
C22 0.96 -1.65 4.14  -0.175
H32 -2.09 -3.88 1.87  0.052
H33 -2.03 -2.24 1.17  0.007
H34 -1.42 -2.53 2.81  0.035
H35 0.22 -5.55 2.24  0.055
H36 1.89 -5.08 1.87  0.045
H37 1.08 -4.42 3.30  0.025
H38 -0.45 -3.87 -1.29  0.009
H39 1.16 -4.51 -0.89  0.050
H40 -0.29 -5.33 -0.29  0.053
H41 1.90 -1.78 0.16  0.031
H42 4.26 -2.53 2.01  0.045
H43 4.11 -2.36 3.76  0.051
H44 3.29 -3.69 2.93  0.016
H45 2.29 1.01 3.24  0.022
H46 3.69 0.05 3.76  0.050
H47 3.54 0.53 2.06  0.042
H48 0.17 -0.89 4.16  0.030
H49 0.48 -2.64 4.22  0.015
H50 1.57 -1.51 5.05  0.055

Across the entries above, F_max takes the values 0.132; 0.062; 0.101; 0.064 hartree/bohr, respectively.